Molecular formula: C4H9N3
Method: DFT, ωB97M-V with the def2-TZVPD basis set

Geometry as XYZ:
```
16
C4H9N3 ωB97M-V with the def2-TZVPD basis set
C 1.780 -0.291 -0.255
C 0.531 -1.153 -0.106
C -0.211 -1.037 -1.375
N -1.029 -0.046 -1.371
N -0.997 0.568 -0.181
C -2.175 1.193 0.154
N -0.443 -0.395 0.846
H 1.567 0.723 -0.476
H 2.459 -0.796 -0.890
H 2.084 -0.298 0.794
H 0.623 -2.262 0.139
H -0.257 -1.548 -2.337
H -2.186 1.724 1.062
H -2.335 2.057 -0.539
H -3.052 0.587 0.260
H -1.256 -0.945 1.174
```

2S+1: 1
HOMO level, hartree: -0.308
Relative energy (zero: lowest compared OMol25 entry of this formula, charge and spin), eV: 3.2865
HOMO-LUMO gap, eV: 9.43
E_tot, Eh: -321.96958


Molecular formula: C9H18Cl2ORhS
Method: DFT, ωB97M-V with the def2-TZVPD basis set

Geometry as XYZ:
```
32
C9H18Cl2ORhS ωB97M-V with the def2-TZVPD basis set
Rh 0.571 1.328 0.225
Cl -0.593 3.422 0.020
Cl 1.145 1.919 2.415
C 1.989 -0.014 0.211
H 2.652 -0.455 -0.572
H 2.239 -0.300 1.281
C -0.614 0.255 -0.886
C 0.788 -0.345 -0.955
H -1.339 -0.505 -0.378
C 1.485 -0.120 -2.326
H 0.682 -1.393 -0.616
C 1.296 1.325 -2.780
H 2.557 -0.258 -2.213
H 1.095 -0.882 -3.013
C -0.195 1.583 -3.087
H 1.645 2.038 -2.027
H 1.889 1.474 -3.706
C -1.232 0.929 -2.128
H -0.370 2.672 -3.154
H -0.385 1.167 -4.098
H -1.980 1.685 -1.732
H -1.775 0.086 -2.689
C -1.784 -0.415 2.788
S -1.541 -2.186 2.531
C -0.649 -2.556 4.060
O -0.634 -2.393 1.347
H -1.016 -0.048 3.482
H -2.804 -0.254 3.183
H -1.631 0.100 1.829
H -1.429 -2.762 4.803
H -0.007 -3.433 3.880
H -0.053 -1.662 4.304
```

<S²>: 6.016
Charge: -1
2S+1: 5
HOMO level (alpha / beta), hartree: -0.061 / -0.185
Relative energy (zero: lowest compared OMol25 entry of this formula, charge and spin), eV: 0.0000
HOMO-LUMO gap (alpha / beta), eV: 4.31 / 7.32
E_tot, Eh: -1857.89848


Molecular formula: CBrClOS
Method: DFT, ωB97M-V with the def2-TZVPD basis set

Geometry as XYZ:
```
5
CBrClOS ωB97M-V with the def2-TZVPD basis set
C 3.437 0.293 0.180
O 3.199 1.298 -0.281
S -1.390 -0.487 0.268
Cl -2.402 -2.181 -0.183
Br -2.844 1.078 0.015
```

2S+1: 1
HOMO level, hartree: -0.342
Relative energy (zero: lowest compared OMol25 entry of this formula, charge and spin), eV: 0.3788
HOMO-LUMO gap, eV: 8.65
E_tot, Eh: -3545.72236


Molecular weight in g/mol, matching the order above: 99.14, 348.12, 175.43